Version A
The following is a quantum chemistry calculation of a 11-piece molecular cluster, C44H121N11O11 overall, from the Open Molecules 2025 dataset.

Output
Lowest unoccupied orbital energy, eV: 0.05
HOMO-LUMO gap, eV: 8.3
Total charge: 0

Positions of all 187 atoms, in Å:
O 14.662 10.505 -8.119
O 8.765 17.609 -15.190
O 8.179 11.414 -10.695
O 9.258 20.919 -13.674
O 14.628 18.876 -13.012
O 13.012 12.065 -17.746
O 14.407 19.391 -8.379
O 10.596 16.873 -11.549
O 16.392 14.076 -8.078
O 4.388 15.582 -8.120
O 13.108 21.705 -6.474
N 13.872 13.144 -8.695
N 15.494 12.435 -6.049
N 8.550 18.838 -11.855
N 13.389 25.269 -7.112
N 13.463 16.071 -9.218
N 6.845 14.486 -15.434
N 11.261 11.894 -14.484
N 5.941 18.127 -10.321
N 8.558 12.273 -14.411
N 17.118 18.412 -6.032
N 15.383 17.157 -11.195
C 14.200 11.526 -18.360
C 6.511 11.878 -13.148
C 16.368 14.619 -6.687
C 17.872 12.884 -5.534
C 10.081 17.996 -15.540
C 11.902 16.946 -11.022
C 9.020 20.148 -11.391
C 7.157 15.853 -15.143
C 12.078 20.680 -6.480
C 8.632 16.239 -15.402
C 9.903 20.867 -12.408
C 17.548 16.700 -12.198
C 11.472 12.193 -15.891
C 11.516 12.650 -8.688
C 14.143 20.390 -9.335
C 11.342 16.916 -8.594
C 15.568 19.577 -7.693
C 9.594 19.904 -9.977
C 8.372 12.642 -10.064
C 12.598 23.044 -6.557
C 8.720 11.363 -12.074
C 7.974 12.284 -13.062
C 12.837 11.700 -16.370
C 13.724 23.874 -7.103
C 4.610 16.915 -8.594
C 17.046 14.949 -8.954
C 11.230 13.673 -16.060
C 13.574 18.784 -13.990
C 7.174 16.630 -8.957
C 9.723 21.950 -14.529
C 14.753 17.996 -5.855
C 16.456 13.472 -5.673
C 15.045 23.801 -6.397
C 14.953 9.136 -8.136
C 13.295 10.818 -8.614
C 10.100 15.642 -12.015
C 3.292 15.426 -7.198
C 12.097 16.150 -9.734
C 15.875 18.323 -6.842
C 12.872 12.240 -8.207
C 16.415 17.708 -12.056
C 6.701 16.132 -13.722
C 15.760 18.086 -13.383
C 5.816 16.887 -9.625
H 17.346 19.284 -5.577
H 7.362 13.869 -14.823
H 16.510 18.597 -13.988
H 13.556 14.073 -8.453
H 14.392 18.881 -5.330
H 14.891 24.145 -5.374
H 8.362 11.370 -14.817
H 12.509 16.465 -11.789
H 5.833 18.855 -9.629
H 8.329 18.896 -12.838
H 15.463 22.795 -6.343
H 3.736 17.305 -9.115
H 13.723 13.199 -9.693
H 8.290 12.404 -9.003
H 12.899 12.238 -7.117
H 5.611 16.103 -13.712
H 9.269 21.841 -15.514
H 12.270 23.386 -5.576
H 17.181 15.718 -12.497
H 8.056 16.768 -9.582
H 12.443 25.107 -7.425
H 9.700 20.843 -9.433
H 10.033 19.085 -15.518
H 18.348 17.085 -12.831
H 18.279 12.508 -6.473
H 12.610 19.171 -13.659
H 7.216 14.275 -16.349
H 9.356 18.230 -11.807
H 13.356 10.663 -9.691
H 13.306 17.763 -14.263
H 11.767 15.125 -9.902
H 15.452 15.195 -6.556
H 13.209 25.568 -6.164
H 14.350 8.558 -7.436
H 8.730 10.327 -12.413
H 11.835 23.118 -7.332
H 15.182 16.248 -11.587
H 12.983 10.628 -16.242
H 12.650 10.079 -8.139
H 9.098 15.727 -12.434
H 10.811 21.916 -14.573
H 13.127 20.311 -9.721
H 8.128 20.764 -11.278
H 15.502 17.133 -13.845
H 13.999 21.360 -8.858
H 16.390 19.743 -8.389
H 11.451 20.721 -7.371
H 3.337 16.119 -6.358
H 10.710 11.924 -8.583
H 7.551 13.319 -10.303
H 11.540 14.023 -17.045
H 15.080 11.927 -17.855
H 15.953 8.778 -7.893
H 5.966 12.132 -12.239
H 10.514 19.322 -10.028
H 15.053 17.315 -5.059
H 6.832 17.183 -13.463
H 8.089 13.309 -12.710
H 14.670 12.884 -5.675
H 18.088 14.986 -8.639
H 9.317 13.144 -10.271
H 11.779 14.255 -15.320
H 7.148 15.628 -8.530
H 9.566 12.333 -14.408
H 10.759 11.587 -16.449
H 10.656 15.315 -12.894
H 11.233 13.580 -8.197
H 13.614 12.227 -15.817
H 13.859 23.575 -8.142
H 16.817 18.647 -11.676
H 15.751 24.440 -6.927
H 18.026 16.585 -11.225
H 14.636 17.801 -11.412
H 14.094 15.946 -9.997
H 11.579 12.917 -9.743
H 18.604 13.543 -5.068
H 8.901 19.253 -9.445
H 9.298 15.673 -14.751
H 4.829 17.485 -7.691
H 10.066 14.803 -11.319
H 6.887 18.227 -10.659
H 11.358 16.435 -7.617
H 12.172 17.999 -11.106
H 10.860 17.724 -14.829
H 14.221 10.437 -18.346
H 9.769 11.598 -11.893
H 8.834 15.943 -16.431
H 6.378 10.837 -13.442
H 11.851 17.855 -8.378
H 5.727 16.052 -10.321
H 17.198 15.297 -6.488
H 11.389 20.792 -5.643
H 10.191 13.881 -15.808
H 6.466 16.390 -15.793
H 17.834 12.008 -4.886
H 7.251 17.273 -8.081
H 7.176 15.497 -12.974
H 10.273 17.737 -16.581
H 3.270 14.404 -6.819
H 14.718 8.757 -9.130
H 13.972 19.299 -14.864
H 10.120 21.867 -12.031
H 16.997 17.772 -5.260
H 10.300 16.991 -8.906
H 11.512 10.949 -14.232
H 14.743 20.440 -10.244
H 12.592 19.720 -6.434
H 14.332 11.939 -19.360
H 13.869 16.958 -8.954
H 11.994 12.462 -14.085
H 16.632 15.954 -9.035
H 13.888 17.516 -6.312
H 17.054 14.426 -9.910
H 16.234 13.809 -4.660
H 6.036 12.475 -13.927
H 9.440 22.895 -14.065
H 2.315 15.587 -7.654
H 15.911 17.479 -7.531
H 15.536 11.754 -5.304
H 10.902 20.458 -12.558
H 15.496 20.396 -6.977

=====

Version B
The following is a quantum chemistry calculation of a 11-piece molecular cluster, C44H121N11O11 overall, from the Open Molecules 2025 dataset.

Output
Lowest unoccupied orbital energy, eV: 0.51
HOMO-LUMO gap, eV: 9.4
Total charge: 0

Positions of all 187 atoms, in Å:
O -2.760 -6.012 -1.601
O 2.877 -3.378 -2.099
O -3.684 -2.917 3.579
O 4.411 -1.971 2.527
O -0.713 3.771 -4.822
O 0.876 0.539 4.763
O 4.128 7.772 -2.275
O -0.004 1.209 0.386
O -3.106 -0.155 -4.235
O 3.673 2.412 -1.929
O -4.091 1.543 0.532
N -7.095 1.396 0.806
N 7.143 0.489 2.060
N 2.675 4.803 -0.597
N 5.616 2.603 0.352
N 1.603 1.543 7.330
N -2.922 -1.288 6.866
N 0.394 -4.743 -3.147
N -4.782 -9.092 -1.530
N 0.132 -1.582 -1.985
N -2.685 5.722 -4.350
N -5.712 1.698 -2.346
C -1.378 3.876 -3.564
C -4.794 0.742 1.450
C -2.893 -1.256 -3.393
C 3.700 -2.298 -2.508
C -3.027 -4.623 -1.668
C 2.192 0.313 6.823
C 0.344 0.499 -0.772
C 3.456 -2.735 1.813
C 1.653 -5.301 -2.643
C 5.101 -1.009 1.753
C 6.229 -0.484 2.664
C -6.781 0.460 3.010
C -2.471 5.428 -1.960
C 0.159 -0.122 3.747
C 0.362 2.578 0.213
C 5.196 8.049 -3.178
C -1.740 5.334 -3.303
C 7.368 2.887 -1.324
C 2.831 -4.434 -3.068
C -3.917 -6.808 -1.767
C -6.144 1.324 1.927
C -3.273 2.498 1.209
C 5.631 0.120 3.946
C -2.364 -8.802 -1.827
C -3.656 -8.199 -1.214
C -2.776 -2.241 5.775
C -5.262 0.689 -3.298
C -3.047 -2.567 2.359
C 2.918 1.873 -3.012
C -0.428 2.391 -5.083
C 5.890 3.021 -1.021
C -3.803 0.949 -3.663
C 2.843 6.196 -1.030
C 3.985 6.373 -2.054
C 5.067 2.208 -2.011
C 1.665 -6.758 -3.111
C -6.187 0.677 -4.519
C -2.863 -3.707 6.235
C -0.312 -0.895 -0.783
C 1.199 -0.340 5.832
C 2.496 -0.618 7.981
C -3.734 -1.954 4.608
C -0.086 -1.638 0.520
C 2.977 7.118 0.178
H -1.757 -1.977 5.467
H -4.122 0.382 2.244
H -1.995 -2.847 2.453
H 5.551 -1.516 0.895
H 3.964 6.876 0.601
H 2.662 -4.058 -4.083
H 5.034 9.102 -3.412
H 6.399 0.348 4.682
H 3.065 0.484 6.182
H 2.865 -1.571 7.597
H -2.793 6.468 -1.865
H -0.857 5.975 -3.259
H -6.176 1.632 -5.044
H 1.492 -6.880 -4.185
H -3.317 -4.264 -2.658
H 6.165 7.825 -2.736
H 4.940 5.931 -1.762
H 7.709 1.849 -1.204
H -3.207 -1.520 2.098
H 4.982 -0.641 4.392
H -1.427 1.952 -5.124
H 4.556 -2.688 -3.071
H 6.836 -1.319 3.018
H 0.120 0.987 -1.733
H 0.888 -1.393 0.941
H -2.705 2.977 0.410
H 3.277 2.394 -3.900
H 2.287 6.980 1.008
H -3.823 -3.850 6.735
H -2.482 2.011 1.790
H -5.009 -0.249 1.023
H 1.429 2.679 0.007
H 3.767 -4.999 -3.098
H 4.441 -0.181 1.470
H 3.632 -3.792 2.012
H -4.450 -10.015 -1.265
H 5.405 2.418 -3.035
H 0.359 -3.735 -3.010
H -2.046 -1.791 -3.825
H 1.845 1.977 -2.885
H 0.251 -0.593 6.322
H -3.861 -1.203 7.248
H 2.689 4.144 -1.371
H -0.281 -2.689 0.303
H -0.809 -1.310 1.265
H 1.871 6.452 -1.465
H -0.073 -1.028 -2.805
H -7.180 0.278 -4.326
H 1.584 -0.853 8.539
H -3.504 -3.223 1.617
H 3.561 -2.619 0.728
H -0.725 -0.617 4.172
H 4.139 -1.794 -1.646
H 1.092 1.327 8.177
H -4.752 -2.088 4.993
H -7.651 0.953 3.439
H -1.783 5.320 -1.115
H 2.991 8.161 -0.125
H 7.636 3.219 -2.324
H -2.170 -9.830 -1.540
H 7.996 3.324 -0.545
H 5.240 1.147 -1.787
H 0.111 2.404 -6.026
H -1.483 -8.169 -1.679
H -2.472 -8.637 -2.906
H 8.036 0.326 2.504
H -5.752 -0.031 -5.234
H 3.498 4.601 -0.031
H -0.732 3.469 -2.780
H 0.823 -7.335 -2.722
H -3.886 3.159 1.818
H -7.111 -0.456 2.514
H -2.070 -3.879 6.966
H -5.645 2.610 -2.800
H 1.091 -1.905 -1.986
H -2.744 -4.443 5.442
H 0.261 3.067 1.182
H -1.361 -0.591 -0.848
H 3.101 -1.633 -3.140
H -2.843 6.688 -4.600
H -3.328 1.275 -2.729
H -2.280 3.256 -3.606
H -0.434 -5.006 -2.619
H -7.563 0.500 0.701
H -5.269 -0.241 -2.716
H -2.496 -0.806 -2.469
H 5.692 4.095 -1.055
H -3.696 1.709 -4.437
H -2.392 5.285 -5.220
H 6.924 1.467 2.197
H -6.105 0.170 3.815
H 1.746 -5.401 -1.554
H 2.452 -2.409 2.090
H 1.701 -1.210 5.387
H 0.167 1.905 -4.305
H -0.415 0.604 3.160
H -6.600 1.529 -0.073
H -3.327 4.766 -1.859
H 2.619 -7.238 -2.881
H -4.884 -9.147 -2.539
H -2.357 -1.567 7.659
H 4.628 2.552 0.560
H 5.067 7.569 -4.154
H -4.376 -6.766 -2.762
H -3.673 -1.957 -3.079
H -0.244 3.082 -0.539
H 0.847 -0.666 3.107
H -5.027 1.760 -1.594
H 3.195 -0.207 8.707
H 6.065 1.724 0.579
H -3.668 -4.373 -0.822
H 0.952 1.936 6.661
H -6.001 2.380 2.179
H 3.622 5.875 -2.961
H 4.995 0.979 3.721
H 3.101 0.797 -3.074
H 1.444 0.395 -0.803
H -3.559 -8.087 -0.134
H -4.674 -6.346 -1.115
H -3.671 -0.921 4.254
H -2.064 -4.124 -1.534

=====

Which of them is most stable? Easy: version B.

=====

Version A
The following is a quantum chemistry calculation of a 2-piece molecular cluster, C3H9N3O3 overall, from the Open Molecules 2025 dataset.

Output
Lowest unoccupied orbital energy (alpha / beta), eV: 0.20 / 0.20
HOMO-LUMO gap (alpha / beta), eV: 7.7 / 7.7
Total charge: 0

Positions of all 18 atoms, in Å:
O -1.555 -0.821 1.370
O 0.413 0.437 1.359
O -1.560 1.375 0.838
N 1.312 1.387 -1.476
N 0.917 0.130 -1.390
N -0.923 -1.287 -1.692
C 1.172 -0.663 1.842
C -0.944 0.149 0.944
C -0.415 -0.035 -1.399
H 1.536 -0.424 2.846
H 2.309 1.475 -1.286
H 2.041 -0.806 1.190
H 0.593 -1.591 1.879
H -1.867 -1.291 -2.056
H 0.782 2.042 -0.891
H -2.463 1.197 1.157
H -1.040 0.768 -1.823
H -0.308 -2.043 -1.411

=====

Version B
The following is a quantum chemistry calculation of a 2-piece molecular cluster, C3H9N3O3 overall, from the Open Molecules 2025 dataset.

Output
Lowest unoccupied orbital energy, eV: 0.29
HOMO-LUMO gap, eV: 8.4
Total charge: 0

Positions of all 18 atoms, in Å:
O 1.275 2.407 0.838
O -0.601 0.586 -1.466
O -1.162 2.062 0.142
N 0.965 1.170 0.220
N -2.246 -1.794 -0.260
N 2.046 0.354 -0.048
C 0.111 -1.987 0.270
C -0.354 1.099 -0.384
C -1.135 -1.523 0.532
H -1.404 -1.334 1.569
H 0.829 -2.120 1.069
H -2.932 -1.049 -0.146
H 0.372 -2.378 -0.707
H 1.881 2.806 0.187
H 2.120 -0.291 -0.824
H 2.844 0.997 -0.073
H -1.996 -1.851 -1.245
H -0.613 2.845 0.326

=====

Which of them is most stable? Easy: version A.